Computed, not measured: one molecule with the formula C22H29N3O4S, with the ωB97M-V functional and the def2-TZVPD basis.

Each line ends with the Löwdin charge.
CARTESIAN COORDINATES (ANGSTROEM)
H (0.3540, 3.3849, -2.8923)  0.14
O (-2.3738, 2.4549, -1.9167)  0.05
C (-1.3938, -1.7260, 0.2933)  -0.05
N (2.8244, -0.6759, 5.2369)  0.07
H (-1.3920, 1.6321, 2.5369)  0.12
H (-2.4861, -1.5383, -5.6364)  0.11
H (-0.0644, 1.2833, -5.2520)  0.12
H (2.6563, -3.3412, 5.5136)  0.10
H (-2.1286, -0.0583, -6.5119)  0.11
O (1.0234, 2.4609, -1.2476)  -0.06
C (0.6289, 0.9418, 2.5944)  -0.19
C (0.3056, 0.3549, -4.8146)  -0.16
C (2.6186, -2.9521, 4.4965)  0.01
C (-1.9860, -0.5705, -5.5581)  -0.20
C (-0.4552, 1.5695, 2.0036)  -0.02
N (-0.9928, 0.8965, -2.7705)  -0.04
H (1.3498, 0.2408, -5.1125)  0.11
C (0.1019, -1.9986, 3.0519)  -0.43
S (3.4532, 1.5953, 6.3686)  0.60
H (0.5022, -0.5283, -2.8555)  0.13
C (0.8234, 2.0033, 0.0227)  -0.25
H (3.6328, -2.9438, 4.0986)  0.10
H (-0.4624, 3.9022, -1.4005)  0.14
H (-0.3565, -1.6780, -4.6679)  0.10
H (-1.8405, -3.0821, 1.9191)  0.12
H (3.6673, -0.9953, 5.6934)  0.13
O (-1.0098, -1.3476, 2.6603)  -0.02
H (-2.8507, -1.6022, 1.8944)  0.13
H (-0.5322, 0.3701, 4.2954)  0.15
H (-2.0815, -2.1933, -0.4059)  0.08
H (2.8516, 1.3450, 0.0696)  0.12
C (-2.6696, 0.2630, -4.4681)  -0.16
C (0.2829, 0.4573, -3.2845)  -0.14
H (-1.3668, -0.6538, 0.1120)  0.06
H (-0.0730, -1.1405, -6.3117)  0.11
O (0.3402, -3.1399, 2.7208)  0.09
C (-0.0628, 3.0361, -1.9422)  -0.09
H (-2.9052, 0.2973, -2.3287)  0.12
H (-0.3971, -2.1335, 0.1403)  0.08
C (2.0700, -1.5659, 4.5083)  -0.21
C (0.5150, 0.3119, 3.9684)  -0.20
H (-1.8327, -1.0013, -2.9021)  0.12
C (-0.3715, 2.0957, 0.7260)  0.00
C (-1.2471, 2.0955, -2.2158)  -0.45
N (1.3220, 1.0435, 4.9344)  0.08
H (1.0634, 1.1400, -2.9562)  0.11
H (2.0012, -3.5998, 3.8847)  0.07
C (2.4811, 0.6278, 5.4552)  -0.90
C (-1.8512, -2.0055, 1.7189)  -0.20
H (-1.2432, 2.5585, 0.2930)  0.11
H (2.6866, 0.3957, 2.3426)  0.12
H (1.1057, 2.0219, 5.0553)  0.14
H (-3.7363, 0.0353, -4.4795)  0.11
H (-2.5719, 1.3275, -4.6884)  0.12
C (1.8277, 0.8725, 1.8931)  -0.01
C (-2.1303, 0.0375, -3.0530)  -0.14
C (-0.4910, -0.8356, -5.3500)  -0.21
C (1.9278, 1.3979, 0.6237)  0.02
C (0.9391, -1.1429, 3.8962)  -0.04

Forces on the atoms, in the same order (eV/Å):
-0.1 0.0 0.1
-0.3 0.3 0.0
0.0 0.0 0.4
0.0 -0.2 -0.1
-0.1 0.0 0.1
0.0 0.0 -0.1
0.1 0.1 0.0
0.0 0.0 0.1
0.0 -0.1 -0.1
0.2 0.0 0.1
-0.2 0.2 0.0
0.1 -0.3 0.2
-0.1 -0.1 -0.1
0.1 0.0 0.1
0.3 -0.1 0.1
0.0 -0.3 0.1
0.0 0.1 0.0
0.1 -0.5 -0.1
0.3 0.3 0.3
0.1 0.1 0.0
0.0 -0.1 0.2
0.1 0.0 0.0
0.0 -0.2 -0.1
0.1 -0.1 0.0
-0.1 0.2 0.0
-0.1 0.2 0.0
0.1 0.1 0.3
0.1 -0.1 0.0
0.2 0.0 -0.1
-0.1 -0.1 -0.1
0.1 0.0 -0.1
0.0 -0.2 0.0
0.4 0.2 -0.3
0.0 0.1 -0.1
0.0 -0.1 0.0
-0.1 0.1 -0.1
-0.2 0.2 0.0
0.1 -0.1 -0.1
0.1 -0.1 -0.1
-0.6 -0.1 -0.3
-0.2 -0.1 -0.2
0.0 0.0 0.0
0.0 0.2 -0.3
0.3 0.2 0.2
0.0 -0.3 -0.1
-0.1 -0.1 0.0
0.1 0.0 0.1
0.0 0.3 0.3
-0.2 -0.4 -0.4
-0.1 0.1 -0.1
0.1 -0.1 0.0
0.2 -0.1 0.1
0.0 0.1 0.0
-0.1 0.0 0.0
-0.1 0.1 0.0
-0.5 0.2 0.0
-0.1 0.2 -0.2
-0.1 0.1 -0.2
0.2 0.3 0.4

LUMO in eV: 0.35
Strongest force on any atom in eV/A: 0.6
SMILES: CCOC(=O)C1=C(C)NC(=S)N[C@H]1c1ccc(OCC(=O)N2CCCCCC2)cc1
Energy relative to the best compared isomer or geometry (same formula, charge and spin) in kJ/mol: 34.09
Total energy in Eh: -1719.19230
Orbital gap in eV: 8.59